C11H19NNbO | ωB97M-V/def2-TZVPD

As for the net charge: -1. As for the LUMO energy: 2.54 eV. For the gap between HOMO and LUMO, the calculation gives 0.27283 Ha. Its maximum force is 2.93 eV Å⁻¹. Its total energy is -16797.15919 eV.

Cartesian coordinates (Å):
C: 3.388 -1.104 1.370
C: 3.336 -0.991 -0.193
O: 3.381 -2.034 -0.830
N: 3.196 0.238 -0.924
C: 4.281 1.202 -0.620
Nb: 1.239 1.108 -0.720
C: -0.838 1.968 -0.417
C: -1.966 0.952 -0.056
C: -3.212 1.498 0.545
C: -4.326 0.629 0.872
C: -4.279 -0.815 0.631
C: -3.068 -1.376 0.052
C: -2.924 -2.912 -0.250
C: -1.942 -0.478 -0.280
H: 4.381 -1.449 1.755
H: 2.616 -1.868 1.655
H: 3.070 -0.139 1.855
H: 4.010 2.267 -0.818
H: 4.700 1.044 0.417
H: 5.140 0.969 -1.324
H: 1.024 0.137 0.810
H: 1.935 2.568 0.175
H: 1.423 2.118 -2.260
H: 0.610 -0.225 -1.795
H: -1.149 2.595 -1.293
H: -0.763 2.673 0.466
H: -3.304 2.597 0.729
H: -5.248 1.069 1.331
H: -5.131 -1.498 0.874
H: -3.745 -3.518 0.202
H: -1.911 -3.198 0.153
H: -2.866 -3.062 -1.363
H: -1.059 -0.962 -0.750

Results of the Löwdin charge analysis, in e, for atoms 1 through 4: number 1, C, carries -0.0910; number 2, C, carries -0.6093; number 3, O, carries 0.0044; number 4, N, carries -0.2973